(1)
Below is a cluster of 15 separate species, C3H36O14S2 in total, with properties calculated with ωB97M-V/def2-TZVPD.

Structure (ORCA input):
```
! wB97M-V def2-TZVPD RIJCOSX def2/J DEFGRID3
* xyz -1 2
C 0.658 0.501 -3.240
C 1.358 -0.396 -4.238
C -0.872 0.566 -3.382
S -1.358 2.260 -4.085
S -2.711 3.030 -2.709
H 1.031 1.521 -3.215
H 0.810 0.035 -2.260
H 1.665 0.025 -5.202
H 2.356 -0.579 -3.804
H 0.917 -1.354 -4.475
H -1.363 0.426 -2.414
H -1.407 0.011 -4.142
H -1.977 3.050 -1.591
H -3.349 0.417 -0.557
H -4.638 0.625 0.306
O -3.702 0.833 0.254
H -2.638 2.745 1.294
H -1.541 2.407 0.160
O -1.717 2.579 1.084
H -2.682 -1.396 -0.918
H -3.315 -0.987 -2.305
O -2.600 -0.791 -1.690
H 1.049 -4.750 0.247
H 0.580 -3.300 0.665
O 0.457 -4.025 0.026
H 1.557 4.563 1.275
H 0.371 4.163 2.251
O 1.106 3.839 1.721
H -1.133 0.794 1.189
H 0.199 1.284 1.803
O -0.182 0.587 1.246
H -1.425 -0.694 3.965
H -0.454 -1.430 3.118
O -0.929 -1.524 3.954
H 2.361 -2.361 -2.057
H 1.681 -2.804 -0.738
O 1.815 -2.034 -1.333
H -2.157 -2.209 0.996
H -1.743 -3.226 -0.049
O -2.523 -2.758 0.286
H 2.738 -1.947 4.055
H 3.429 -1.453 2.761
O 3.325 -1.270 3.702
H 0.249 1.943 -0.762
H 0.515 3.358 -0.523
O -0.023 2.809 -1.117
H 0.706 0.319 4.658
H 2.116 0.849 4.786
O 1.198 1.145 4.757
H 1.857 -1.413 1.710
H 0.387 -1.027 1.377
O 0.962 -1.792 1.598
H 2.880 0.325 0.748
H 2.902 -0.899 -0.033
O 3.203 -0.590 0.848
*
```

Output
energy: -1985.611062 hartree

***

(2)
Below is a cluster of 15 separate species, C3H37NO16 in total, with properties calculated with ωB97M-V/def2-TZVPD.

Structure (ORCA input):
```
! wB97M-V def2-TZVPD RIJCOSX def2/J DEFGRID3
* xyz 0 1
C 0.827 -1.812 -0.006
O 0.528 -2.571 1.186
C 0.475 -0.311 0.173
C 1.348 0.508 -0.802
O 0.935 1.884 -0.859
N -0.857 -0.074 -0.277
H 1.907 -1.827 -0.237
H 0.259 -2.248 -0.842
H -0.390 -2.865 1.142
H 0.693 -0.136 1.244
H 1.306 0.002 -1.758
H 2.407 0.503 -0.388
H 1.004 2.213 0.058
H -1.679 -0.463 0.177
H -1.122 0.850 -0.602
H -4.058 -0.339 -2.013
H -2.917 -1.281 -2.046
O -3.253 -0.500 -2.521
H 1.344 1.138 3.064
H 2.010 -0.171 3.387
O 2.191 0.776 3.379
H -1.452 2.366 -3.282
H -0.361 2.364 -2.329
O -0.828 3.023 -2.882
H 0.037 -1.480 2.709
H -0.804 -1.121 4.039
O -0.508 -0.815 3.168
H -3.329 1.084 1.252
H -2.381 0.805 2.363
O -3.311 0.686 2.133
H 2.329 3.352 -2.404
H 1.144 4.002 -2.692
O 1.787 4.020 -1.958
H -3.135 -1.065 1.942
H -3.711 -2.503 2.054
O -3.091 -1.971 1.548
H 3.605 0.322 2.175
H 4.269 0.147 0.774
O 3.529 -0.193 1.293
H -0.781 0.910 3.105
H -1.325 1.971 4.129
O -0.867 1.863 3.288
H -0.545 0.129 -3.507
H -2.073 -0.095 -3.657
O -1.301 0.398 -4.040
H 3.471 -1.810 -1.583
H 3.766 -0.973 -2.838
O 3.884 -0.992 -1.882
H -2.885 -2.466 -0.191
H -2.513 -3.640 -1.041
O -3.241 -3.018 -0.919
H 0.933 4.538 -0.404
H 0.297 4.793 1.073
O 0.773 4.192 0.494
H 1.192 -4.431 -0.990
H 2.517 -3.555 -0.931
O 1.955 -4.108 -1.471
*
```

Output
energy above the lowest of the compared OMol25 structures with the same formula, charge and spin: 296.1 kJ/mol

***

(3)
Below is a structure of composition C3H37NO16S, with properties calculated with ωB97M-V/def2-TZVPD.

Structure (ORCA input):
```
! wB97M-V def2-TZVPD RIJCOSX def2/J DEFGRID3
* xyz -2 1
C 0.811 0.009 0.929
O 1.152 0.882 -0.200
C 0.945 0.568 2.356
C 0.014 -0.275 3.286
S -0.983 0.913 4.277
N 2.375 0.495 2.713
H -0.260 -0.172 0.761
H 1.485 -0.831 0.769
H 0.568 1.579 2.433
H 0.676 -0.871 3.931
H -0.433 -1.077 2.701
H 2.824 1.271 2.244
H 2.464 0.545 3.719
H -0.797 -3.509 -1.680
H -0.806 -2.070 -1.190
O -0.435 -2.945 -0.991
H 1.817 3.852 -1.657
H 0.609 4.144 -0.772
O 0.978 4.324 -1.649
H -1.007 1.743 -0.703
H -1.006 3.284 -0.732
O -1.464 2.529 -0.356
H -1.247 0.648 -3.497
H -2.062 -0.531 -3.919
O -1.714 0.298 -4.265
H 0.933 2.506 0.675
H 0.014 3.450 1.358
O 0.939 3.406 1.077
H 1.655 -2.792 -2.838
H 0.819 -1.457 -2.877
O 1.476 -2.019 -3.379
H 4.061 1.526 0.411
H 0.676 0.327 -1.081
O 3.505 2.184 -0.021
H 1.701 -3.240 -0.092
H 3.036 -2.525 -0.111
O 2.427 -2.987 -0.695
H -0.140 0.529 -2.640
H 2.667 1.671 -0.152
O 0.034 -0.211 -2.053
H -2.769 1.397 -0.984
H -4.270 1.141 -0.931
O -3.458 0.794 -1.313
H 0.001 -3.681 0.813
H 0.555 -3.097 2.026
O 0.805 -3.760 1.364
H -3.419 0.355 3.100
H -2.628 0.871 1.989
O -3.536 0.575 2.160
H 2.110 -0.220 -3.032
H 2.782 1.005 -2.346
O 2.854 0.413 -3.100
H -2.901 -1.451 1.673
H -1.807 -1.830 2.729
O -2.555 -2.158 2.228
H -3.216 -2.505 -0.375
H -3.558 -1.057 -0.927
O -3.295 -1.960 -1.165
*
```

Output
energy above the lowest of the compared OMol25 structures with the same formula, charge and spin: 0.0 kJ/mol

***

(4)
Below is a cluster of 16 separate species, C3H37NO16S in total, with properties calculated with ωB97M-V/def2-TZVPD.

Structure (ORCA input):
```
! wB97M-V def2-TZVPD RIJCOSX def2/J DEFGRID3
* xyz 0 1
O -0.806 0.814 0.826
C -0.603 1.395 1.859
C -0.585 0.799 3.274
C -0.303 -0.661 3.311
S -0.121 -1.277 5.036
N -1.910 1.205 3.744
H -0.473 2.500 1.908
H 0.197 1.257 3.890
H -1.052 -1.273 2.798
H 0.564 -0.857 2.669
H 0.278 -2.508 4.659
H -1.822 1.825 4.537
H -2.533 0.447 3.987
H 0.979 -3.777 1.262
H 1.609 -2.326 1.636
O 1.325 -3.196 1.937
H 3.317 -2.175 -3.927
H 2.085 -2.511 -4.600
O 2.421 -1.857 -3.973
H 4.224 0.539 1.307
H 3.569 0.831 2.615
O 4.292 0.313 2.242
H -0.388 -5.149 -0.878
H -0.215 -3.538 -0.815
O -0.004 -4.397 -0.413
H 3.150 1.943 -0.301
H 1.716 1.564 0.246
O 2.564 1.231 -0.058
H 1.377 -1.769 -0.713
H 2.416 -0.751 -0.100
O 2.102 -1.675 -0.105
H -2.650 3.025 -0.344
H -4.126 3.607 -0.026
O -3.529 3.221 -0.682
H -1.641 -3.249 -3.140
H -0.273 -2.606 -3.502
O -1.106 -2.919 -3.868
H -3.775 -1.118 -1.699
H -4.063 -0.071 -0.648
O -3.452 -0.259 -1.375
H -0.727 -1.168 -0.280
H -2.043 -2.034 -0.740
O -1.110 -1.844 -0.848
H -1.245 0.944 -2.270
H -0.540 0.298 -3.539
O -0.862 1.101 -3.135
H -0.392 2.967 -2.810
H -1.070 4.277 -2.440
O -0.428 3.660 -2.111
H 0.633 3.554 -0.876
H 1.207 4.377 0.276
O 1.273 3.514 -0.135
H 3.371 0.399 -2.548
H 4.340 1.204 -3.564
O 4.057 1.073 -2.659
H -2.855 1.302 -4.162
H -3.684 1.834 -3.003
O -3.661 1.128 -3.656
*
```

Output
energy above the lowest of the compared OMol25 structures with the same formula, charge and spin: 186.4 kJ/mol

***

(5)
Below is a cluster of 16 separate species, C3H38O15 in total, with properties calculated with ωB97M-V/def2-TZVPD.

Structure (ORCA input):
```
! wB97M-V def2-TZVPD RIJCOSX def2/J DEFGRID3
* xyz -1 2
C 2.506 2.383 1.934
C 1.777 3.361 0.948
C 0.811 4.520 1.508
H 3.160 2.855 2.643
H 3.017 1.641 1.366
H 1.616 2.111 2.560
H 1.321 2.785 0.171
H 2.675 3.812 0.378
H 1.492 5.173 2.035
H 0.010 4.986 0.699
H 0.098 4.032 2.262
H 0.425 -2.959 1.849
H 0.392 -2.249 0.261
O -0.106 -2.910 0.925
H 1.097 -3.646 -1.068
H 0.437 -2.774 -2.066
O 1.244 -3.257 -1.936
H 0.830 1.036 -0.917
H 1.467 -0.380 -0.859
O 0.993 0.299 -0.398
H -5.274 -0.515 -1.749
H -3.715 -0.569 -1.203
O -4.418 0.036 -1.568
H 4.978 -2.372 -0.328
H 4.204 -1.916 1.015
O 5.016 -2.166 0.571
H -2.698 1.932 -1.569
H -3.419 3.155 -1.301
O -2.685 2.637 -0.888
H -0.118 -3.377 4.317
H -0.601 -1.983 3.501
O -0.280 -2.933 3.537
H -1.288 -0.882 -0.618
H -1.195 -2.234 -0.722
O -1.469 -1.425 -1.344
H 1.700 -0.753 -4.138
H 2.184 -2.134 -3.742
O 2.568 -1.179 -4.098
H -3.627 -0.182 4.488
H -2.984 0.455 3.237
O -3.163 -0.417 3.785
H -3.434 -3.728 0.760
H -2.095 -3.603 0.860
O -2.669 -3.867 0.171
H 3.468 -0.425 2.877
H 1.956 -0.589 3.087
O 2.689 -0.957 2.607
H 2.203 1.029 -4.629
H 0.908 1.951 -4.383
O 1.898 1.907 -4.438
H -1.558 2.700 -4.149
H -1.561 1.173 -4.146
O -1.137 1.918 -3.798
H -3.008 3.773 3.363
H -2.327 3.912 2.204
O -2.394 3.211 2.783
*
```

Output
energy: -1265.516814 hartree